(1)
Here is a cluster of 11 separate species, C18H57NO11 in total from OMol25. Energies are from ωB97M-V/def2-TZVPD.

Bonds (Å) are listed after each position.
Geometry (Å):
1 C 0.14607 0.06952 0.91322  C2 1.452, H12 1.090, H13 1.090, H14 1.090
2 C 0.27849 -1.30595 1.35960  C1 1.452, C3 1.570, N7 1.447, C11 1.556
3 C -0.71673 -1.57500 2.54347  C2 1.570, C4 1.587, H15 1.090, H16 1.090
4 C -2.21508 -1.63434 2.02274  C3 1.587, C5 1.541, H17 1.090, H18 1.090
5 C -2.28277 -2.65746 0.87286  C4 1.541, C6 1.555, H19 1.090, H20 1.090
6 C -1.21961 -2.53925 -0.25591  C5 1.555, N7 1.489, C9 1.544, C10 1.535
7 N 0.11782 -2.35168 0.37174  C2 1.447, C6 1.489, O8 1.476
8 O 1.22989 -2.66143 -0.54834  N7 1.476, H30 0.960
9 C -1.23082 -3.86262 -1.05186  C6 1.544, H21 1.090, H22 1.090, H23 1.090
10 C -1.66913 -1.45204 -1.24219  C6 1.535, H24 1.090, H25 1.090, H26 1.090
11 C 1.70037 -1.30603 1.99184  C2 1.556, H27 1.090, H28 1.090, H29 1.090
12 H -0.82149 0.37765 0.51701  C1 1.090
13 H 0.75133 0.28196 0.03196  C1 1.090
14 H 0.40783 0.83326 1.64553  C1 1.090
15 H -0.54627 -2.56131 2.97503  C3 1.090
16 H -0.59735 -0.77463 3.27371  C3 1.090
17 H -2.45538 -0.61441 1.72257  C4 1.090
18 H -2.78644 -1.86641 2.92151  C4 1.090
19 H -3.18217 -2.88006 0.29873  C5 1.090
20 H -2.03827 -3.62049 1.32108  C5 1.090
21 H -2.24991 -4.07694 -1.37378  C9 1.090
22 H -0.49805 -3.83050 -1.85815  C9 1.090
23 H -0.88780 -4.74728 -0.51538  C9 1.090
24 H -2.53449 -1.79241 -1.81088  C10 1.090
25 H -2.01511 -0.62261 -0.62539  C10 1.090
26 H -0.94319 -0.99768 -1.91647  C10 1.090
27 H 2.51708 -1.02547 1.32672  C11 1.090
28 H 2.00581 -2.32483 2.23024  C11 1.090
29 H 1.86947 -0.60815 2.81189  C11 1.090
30 H 1.33465 -1.89762 -1.12038  O8 0.960
31 O 2.06292 -0.39375 -2.25623  H32 0.957, H33 0.957
32 H 2.39379 -1.15162 -2.73831  O31 0.957
33 H 1.37681 -0.03299 -2.81778  O31 0.957
34 O -0.32708 -7.35295 1.63403  H35 0.957, H36 0.957
35 H 0.00980 -6.46513 1.51357  O34 0.957
36 H -0.62204 -7.61798 0.76283  O34 0.957
37 O -3.34047 -1.94868 -4.55482  H38 0.957, H39 0.957
38 H -3.48294 -1.30583 -3.86007  O37 0.957
39 H -4.16976 -2.42264 -4.61698  O37 0.957
40 O 3.82740 -3.94685 -1.91147  H41 0.957, H42 0.957
41 H 4.01032 -4.42110 -1.10039  O40 0.957
42 H 3.43967 -3.12028 -1.62393  O40 0.957
43 O 0.29957 0.29161 -4.13361  H44 0.957, H45 0.957
44 H 0.26815 1.20790 -4.40867  O43 0.957
45 H 0.18054 -0.20602 -4.94258  O43 0.957
46 O 0.75896 -4.80788 1.90358  H47 0.957, H48 0.957
47 H 0.47394 -4.08982 1.33843  O46 0.957
48 H 1.29680 -4.38663 2.57403  O46 0.957
49 O 1.37792 3.10818 -0.11108  H50 0.957, H51 0.957
50 H 2.12320 2.52345 -0.24850  O49 0.957
51 H 0.90756 2.72728 0.63047  O49 0.957
52 C -2.70959 3.91108 3.03528  C53 1.519, H56 1.090, H57 1.090, H58 1.090
53 C -2.52526 2.64020 3.84734  C52 1.519, C54 1.533, O55 1.432, H59 1.090
54 C -3.69943 1.68311 3.61434  C53 1.533, H60 1.090, H61 1.090, H62 1.090
55 O -1.24585 2.04716 3.59684  C53 1.432, H63 0.960
56 H -2.12116 4.75786 3.38857  C52 1.090
57 H -3.75074 4.23233 3.06553  C52 1.090
58 H -2.31995 3.72336 2.03476  C52 1.090
59 H -2.47647 2.98769 4.87931  C53 1.090
60 H -4.67394 2.08914 3.88560  C54 1.090
61 H -3.48364 0.86816 4.30527  C54 1.090
62 H -3.69977 1.11104 2.68653  C54 1.090
63 H -1.16400 1.22976 4.09359  O55 0.960
64 C 5.35703 0.36274 -0.64393  C65 1.527, H68 1.090, H69 1.090, H70 1.090
65 C 4.57370 1.61687 -0.26338  C64 1.527, C66 1.510, O67 1.341, H71 1.090
66 C 4.77194 2.83724 -1.13100  C65 1.510, H72 1.090, H73 1.090, H74 1.090
67 O 3.29145 1.25326 -0.11929  C65 1.341, H75 0.960
68 H 5.59204 -0.40734 0.09082  C64 1.090
69 H 6.35023 0.66253 -0.97827  C64 1.090
70 H 5.09180 -0.09069 -1.59900  C64 1.090
71 H 4.96381 1.73429 0.74762  C65 1.090
72 H 5.82725 3.10938 -1.11210  C66 1.090
73 H 4.30263 3.75441 -0.77511  C66 1.090
74 H 4.65088 2.74599 -2.21040  C66 1.090
75 H 3.05233 0.60849 -0.78913  O67 0.960
76 C -2.02512 3.66628 -0.81384  C77 1.565, H80 1.090, H81 1.090, H82 1.090
77 C -1.27875 4.47726 -1.92561  C76 1.565, C78 1.547, O79 1.370, H83 1.090
78 C -0.80223 3.63188 -3.12990  C77 1.547, H84 1.090, H85 1.090, H86 1.090
79 O -2.06386 5.56220 -2.21400  C77 1.370, H87 0.960
80 H -1.44634 2.83766 -0.40580  C76 1.090
81 H -2.83766 3.16038 -1.33533  C76 1.090
82 H -2.41040 4.39409 -0.09973  C76 1.090
83 H -0.38917 4.90908 -1.46704  C77 1.090
84 H -0.26855 2.74252 -2.79476  C78 1.090
85 H -0.17791 4.24121 -3.78338  C78 1.090
86 H -1.65351 3.29095 -3.71913  C78 1.090
87 H -2.93566 5.45478 -1.82667  O79 0.960

Values from the calculation:
multiplicity	2
charge	-1

(2)
Here is an isolated molecule of C5H7N from OMol25. Energies are from ωB97M-V/def2-TZVPD.

Bonds (Å) are listed after each position.
Geometry (Å):
1 C 0.04724 -1.63997 -0.31000  C2 1.494, H7 1.059, H8 1.107, H9 1.083
2 C 0.08515 -0.16179 -0.09741  C1 1.494, C3 1.461, C4 1.280
3 C -0.38032 0.19781 1.24041  C2 1.461, H10 1.057, H11 1.115, H12 1.032
4 C 0.35897 0.57017 -1.11159  C2 1.280, C5 1.756, H13 1.063
5 C 0.25718 2.29857 -0.81660  C4 1.756, N6 1.165
6 N 0.32388 3.42374 -0.52341  C5 1.165
7 H -0.95850 -1.89500 -0.09643  C1 1.059
8 H 0.25945 -1.81640 -1.38176  C1 1.107
9 H 0.69058 -2.10913 0.42476  C1 1.083
10 H -0.70020 -0.67287 1.74701  C3 1.057
11 H 0.41213 0.60684 1.91020  C3 1.115
12 H -1.02352 0.99041 1.08904  C3 1.032
13 H 0.62796 0.20763 -2.07424  C4 1.063

Values from the calculation:
relative energy (zero: lowest compared OMol25 entry of this formula, charge and spin)	50.9	kcal/mol
SMILES	CC(C)=CC#N
charge	0

(3)
Here is a cluster of 2 separate species, C32H27BF6O4S in total from OMol25. Energies are from ωB97M-V/def2-TZVPD.

Bonds (Å) are listed after each position.
Geometry (Å):
1 C -3.32962 2.41706 -4.01991  C2 1.476, H26 1.093, H27 1.093, H28 1.097
2 C -2.49045 1.53567 -3.18454  C1 1.476, C3 1.388, S25 1.730
3 C -1.69914 0.48609 -3.63136  C2 1.388, C4 1.449, H29 1.085
4 C -0.69497 0.09372 -2.66282  C3 1.449, C5 1.386, H30 1.092
5 C -0.74793 0.78858 -1.46488  C4 1.386, B6 1.730, S25 1.775
6 B 0.50593 1.54929 -0.54761  C5 1.730, C7 1.691, O21 1.457, O24 1.456
7 C 1.69287 2.05046 -1.64281  B6 1.691, C8 1.394, C20 1.387
8 C 1.97699 3.35821 -2.03256  C7 1.394, C9 1.404, H31 1.095
9 C 3.12135 3.66126 -2.78778  C8 1.404, C10 1.513, C14 1.387
10 C 3.45915 5.08626 -3.16961  C9 1.513, F11 1.370, F12 1.372, F13 1.371
11 F 4.68705 5.19677 -3.76766  C10 1.370
12 F 2.53812 5.57860 -4.05928  C10 1.372
13 F 3.46132 5.93171 -2.09065  C10 1.371
14 C 3.98555 2.66059 -3.20683  C9 1.387, C15 1.381, H32 1.084
15 C 3.67362 1.35994 -2.86204  C14 1.381, C16 1.506, C20 1.402
16 C 4.58602 0.25672 -3.33062  C15 1.506, F17 1.370, F18 1.373, F19 1.370
17 F 4.99452 -0.55458 -2.30513  C16 1.370
18 F 3.94217 -0.54478 -4.24002  C16 1.373
19 F 5.71034 0.74134 -3.94563  C16 1.370
20 C 2.53588 1.05043 -2.10435  C7 1.387, C15 1.402, H33 1.083
21 O -0.07826 2.74697 0.04238  B6 1.457, C22 1.412
22 C 0.23757 2.72930 1.41844  O21 1.412, C23 1.550, H34 1.110, H35 1.098
23 C 0.85203 1.34635 1.75456  C22 1.550, O24 1.431, H36 1.113, H37 1.115
24 O 1.04438 0.69108 0.49744  B6 1.456, C23 1.431
25 S -2.24220 1.74664 -1.48523  C2 1.730, C5 1.775
26 H -3.35971 2.01265 -5.03519  C1 1.093
27 H -4.33513 2.53679 -3.60895  C1 1.093
28 H -2.90003 3.42247 -4.11313  C1 1.097
29 H -1.75096 0.14290 -4.65901  C3 1.085
30 H 0.11235 -0.59770 -2.91205  C4 1.092
31 H 1.33117 4.19471 -1.74670  C8 1.095
32 H 4.87262 2.88549 -3.78822  C14 1.084
33 H 2.31153 0.01708 -1.86969  C20 1.083
34 H 0.95874 3.55821 1.57481  C22 1.110
35 H -0.68504 2.90084 1.98900  C22 1.098
36 H 1.82369 1.48423 2.27919  C23 1.113
37 H 0.15206 0.77152 2.40506  C23 1.115
38 C 2.38767 -6.10645 0.56822  C39 1.531, O42 1.481, H57 1.104, H58 1.094
39 C 1.78309 -5.30150 -0.58578  C38 1.531, C40 1.502, H59 1.097, H60 1.089
40 C 1.23068 -4.10650 0.13821  C39 1.502, C41 1.424, C56 1.378
41 C 1.89830 -4.04577 1.39421  C40 1.424, O42 1.363, C43 1.405
42 O 2.65804 -5.14515 1.66177  C38 1.481, C41 1.363
43 C 1.57069 -3.09352 2.37328  C41 1.405, C44 1.376, H61 1.091
44 C 0.42005 -2.36574 2.17608  C43 1.376, C45 1.441, H62 1.093
45 C -0.35770 -2.45169 0.96659  C44 1.441, C46 1.435, C56 1.435
46 C -1.57964 -1.71381 0.81592  C45 1.435, C47 1.441, H63 1.089
47 C -2.46013 -1.46224 1.92879  C46 1.441, C48 1.432, C55 1.446
48 C -3.31543 -0.31643 2.01444  C47 1.432, C49 1.387, H64 1.094
49 C -3.74221 0.09512 3.26835  C48 1.387, C50 1.422, C53 1.502
50 C -3.65775 -0.78922 4.37930  C49 1.422, O51 1.362, C54 1.409
51 O -4.10963 -0.27505 5.55635  C50 1.362, C52 1.504
52 C -4.57249 1.12642 5.26928  O51 1.504, C53 1.542, H65 1.104, H66 1.102
53 C -4.20334 1.42176 3.80187  C49 1.502, C52 1.542, H67 1.106, H68 1.094
54 C -3.12300 -2.08402 4.22982  C50 1.409, C55 1.371, H69 1.085
55 C -2.54608 -2.39906 3.02631  C47 1.446, C54 1.371, H70 1.094
56 C 0.10479 -3.33833 -0.06252  C40 1.378, C45 1.435, H71 1.102
57 H 1.63744 -6.83178 0.92832  C38 1.104
58 H 3.32150 -6.61929 0.32126  C38 1.094
59 H 2.57092 -5.00953 -1.29156  C39 1.097
60 H 1.02106 -5.84523 -1.14269  C39 1.089
61 H 2.15807 -3.04475 3.29147  C43 1.091
62 H 0.09980 -1.66955 2.95534  C44 1.093
63 H -1.91670 -1.49830 -0.19658  C46 1.089
64 H -3.60591 0.26350 1.13289  C48 1.094
65 H -5.66397 1.15222 5.43265  C52 1.104
66 H -4.06197 1.79563 5.98052  C52 1.102
67 H -3.38006 2.16043 3.78672  C53 1.106
68 H -5.04182 1.84570 3.24192  C53 1.094
69 H -3.16522 -2.77880 5.06266  C54 1.085
70 H -2.12464 -3.39659 2.87233  C55 1.094
71 H -0.48796 -3.46537 -0.98236  C56 1.102

Values from the calculation:
relative energy (zero: lowest compared OMol25 entry of this formula, charge and spin)	13.6	kcal/mol
charge	0

E for every record listed, in sequence, given in eV: -43600.4099, -6786.3058, -69627.5689.